1.
DFT (ωB97M-V/def2-TZVPD) results for a 2-piece molecular cluster, C4H8O2 overall.

Last columns: bonded neighbours and bond lengths (Å).
Positions of all 14 atoms, in Å:
1 O 0.3667 -1.4598 -0.7207  C2 1.421, H11 0.990
2 C -0.7882 -1.2297 0.0747  O1 1.421, C3 1.534, H8 1.097, H9 1.097
3 C -0.5564 0.0354 0.9107  C2 1.534, C4 1.511, C5 1.471, H10 1.093
4 C 0.8773 0.4903 1.0491  C3 1.511, C5 1.315, H12 1.074
5 C 0.0590 1.2500 0.3547  C3 1.471, C4 1.315, H13 1.074
6 O 0.1363 0.9018 -1.7916  H7 0.991, H14 0.965
7 H 0.2291 -0.0675 -1.6062  O6 0.991
8 H -0.9427 -2.0948 0.7317  C2 1.097
9 H -1.6561 -1.1345 -0.5899  C2 1.097
10 H -1.2882 0.2050 1.7045  C3 1.093
11 H 1.0654 -1.0193 -0.1751  O1 0.990
12 H 1.6587 0.6410 1.7697  C4 1.074
13 H -0.2076 2.2645 0.1233  C5 1.074
14 H 1.0468 1.2176 -1.8351  O6 0.965

Output
Frontier orbital gap, eV: 10.05
Total charge: 0
Energy relative to the best compared isomer or geometry (same formula, charge and spin), kcal per mole: 95.7
SMILES: OCC1C=C1.O

***

2.
DFT (ωB97M-V/def2-TZVPD) results for an isolated molecule of C4H8O2.

Last columns: bonded neighbours and bond lengths (Å).
Positions of all 14 atoms, in Å:
1 C 2.1749 0.6941 -0.5840  O3 1.430, H7 1.092, H8 1.093, H9 1.091
2 C 0.6651 -0.9438 -0.0385  O3 1.323, C4 1.494
3 O 0.8991 0.3582 -0.0337  C1 1.430, C2 1.323
4 C -0.8066 -1.1114 -0.2297  C2 1.494, C5 1.533, H10 1.111, H11 1.094
5 C -1.8094 0.0073 0.0732  C4 1.533, O6 1.411, H12 1.100, H13 1.093
6 O -1.5471 1.2355 -0.5701  C5 1.411, H14 0.965
7 H 2.9607 0.0929 -0.1228  C1 1.092
8 H 2.1098 0.4649 -1.6506  C1 1.093
9 H 2.3139 1.7671 -0.4434  C1 1.091
10 H -0.7541 -1.2578 -1.3294  C4 1.111
11 H -1.1349 -2.0782 0.1643  C4 1.094
12 H -1.8855 0.1340 1.1634  C5 1.100
13 H -2.7916 -0.3066 -0.2893  C5 1.093
14 H -0.7043 1.5449 -0.2158  O6 0.965

Output
Frontier orbital gap, eV: 9.28
Total charge: 0
Energy relative to the best compared isomer or geometry (same formula, charge and spin), kcal per mole: 93.2

***

3.
DFT (ωB97M-V/def2-TZVPD) results for an isolated molecule of C4H8O2.

Last columns: bonded neighbours and bond lengths (Å).
Positions of all 14 atoms, in Å:
1 C -1.8592 0.1980 -0.1574  C2 1.522, H7 1.096, H8 1.095, H9 1.094
2 C -0.4908 -0.4687 -0.1828  C1 1.522, O3 1.416, C4 1.535, H10 1.103
3 O -0.3399 -0.9700 -1.4981  C2 1.416, H11 0.969
4 C 0.6700 0.4957 0.0969  C2 1.535, C5 1.473, O6 1.426, H12 1.092
5 C 1.8264 0.2267 0.9688  C4 1.473, O6 1.415, H13 1.087, H14 1.090
6 O 1.8991 -0.0029 -0.4258  C4 1.426, C5 1.415
7 H -1.8688 1.0542 -0.8409  C1 1.096
8 H -2.6084 -0.5147 -0.5168  C1 1.095
9 H -2.1510 0.5329 0.8429  C1 1.094
10 H -0.4683 -1.3026 0.5392  C2 1.103
11 H 0.5975 -1.1898 -1.6045  O3 0.969
12 H 0.4711 1.5439 -0.1338  C4 1.092
13 H 1.8524 -0.6462 1.6163  C5 1.087
14 H 2.4699 1.0436 1.2959  C5 1.090

Output
Frontier orbital gap, eV: 11.24
Total charge: 0
Energy relative to the best compared isomer or geometry (same formula, charge and spin), kcal per mole: 46.9
SMILES: C[C@@H](O)[C@H]1CO1